Entry 1:
73
Properties=species:S:1:pos:R:3 method="wB97M-V/def2-TZVPD" gap_ha="0.253 / 0.260" spin_multiplicity=2 homo_ev="-6.723 / -6.929" lumo_ha="0.0057 / 0.0056" total_energy_ev=-126692.609 s_squared=1.2330
Mn 0.21074 -0.22769 0.01142
C -3.81228 5.41824 -0.63967
C -2.89189 4.34906 -0.11617
C -3.09758 3.75804 1.13172
C -2.29941 2.72884 1.58317
C -1.22078 2.23471 0.82876
N -0.47038 1.14926 1.23917
C -0.07351 1.11252 2.56995
C 0.36715 2.25460 3.25287
C 0.87846 2.18705 4.53371
C 1.00536 0.97298 5.20672
C 1.65596 0.88831 6.56028
C 0.56036 -0.16432 4.55386
C 0.00889 -0.09106 3.28190
N -0.52150 -1.28755 2.71708
C -1.22191 -2.23584 3.36954
C -1.55734 -3.21024 2.45724
C -1.01643 -2.75831 1.25051
N -0.38554 -1.60410 1.41785
C -0.99147 2.87874 -0.39423
C -1.82732 3.88541 -0.86885
N 0.16341 2.55760 -1.16961
C 0.87814 3.42904 -1.90736
C 1.77031 2.70719 -2.66268
C 1.52900 1.37645 -2.31080
N 0.55451 1.29027 -1.40610
H -4.21880 6.01865 0.17434
H -4.65744 4.98622 -1.18075
H -3.29241 6.08888 -1.32448
H -3.91913 4.10010 1.75144
H -2.49558 2.27027 2.54440
H 0.32022 3.20746 2.74025
H 1.22033 3.09777 5.01262
H 1.53090 1.81763 7.11616
H 2.72855 0.70152 6.46883
H 1.23170 0.07883 7.15535
H 0.65387 -1.13488 5.02810
H -1.44453 -2.12842 4.41649
H -2.12088 -4.10812 2.63650
H -1.05423 -3.19884 0.26899
H -1.63223 4.31224 -1.84614
H 0.70526 4.48757 -1.82452
H 2.51043 3.08596 -3.34429
H 2.03548 0.48380 -2.63240
F 3.17997 -2.52443 2.70926
C 3.98675 -1.47271 2.57390
F 5.24424 -1.89750 2.52768
F 3.83316 -0.67867 3.63128
S 3.57334 -0.51915 1.05356
O 2.16740 -0.22418 1.20724
O 4.50486 0.55773 1.03292
N 3.89731 -1.58347 -0.07849
S 2.87995 -2.11026 -1.12716
O 1.66605 -1.31015 -1.22151
O 3.50954 -2.42837 -2.36735
C 2.29255 -3.73849 -0.50566
F 3.31921 -4.55056 -0.28008
F 1.59764 -3.60688 0.61695
F 1.49998 -4.28550 -1.43597
O -1.20403 -1.14750 -1.22992
S -1.61861 -0.68098 -2.61633
C -0.34945 -1.32340 -3.75863
C -0.95221 -2.49037 -4.54013
C -2.00566 -3.11718 -3.63190
C -2.81740 -1.93708 -3.11380
H 0.44673 -1.63730 -3.08387
H 0.01706 -0.50499 -4.37615
H -0.17479 -3.19586 -4.83166
H -1.42934 -2.12722 -5.45351
H -1.53073 -3.63493 -2.79614
H -2.63609 -3.83269 -4.15950
H -3.42825 -2.13150 -2.23379
H -3.44048 -1.49780 -3.89605

***

Entry 2:
63
Properties=species:S:1:pos:R:3 method="wB97M-V/def2-TZVPD" gap_ha=0.301 spin_multiplicity=1 homo_ev=-8.487 lumo_ha=-0.0109 total_energy_ev=-54607.024
Al -0.69952 2.32983 -0.02541
N -1.06279 2.95712 1.66412
C -1.21925 3.20413 2.80681
C -1.42577 3.31329 4.16091
C -0.79199 2.34549 5.02761
N -0.21603 1.63729 5.72339
C -1.88632 4.55385 4.70886
N -2.09088 5.61549 5.12925
C -0.15737 -0.85388 2.96260
C 0.75885 -1.00910 1.77875
C 1.51823 -2.35761 1.89741
C 1.73987 0.20859 1.78305
P -0.11254 -0.87694 0.04818
N -0.31601 0.66325 -0.31769
C 0.93439 -1.66803 -1.27435
C 2.30777 -1.05213 -1.26551
C 0.36331 -1.24045 -2.62645
C 1.11652 -3.20311 -1.42740
C -1.75231 -1.82088 0.15184
C -2.61717 -0.89497 1.07473
C -1.60756 -3.17314 0.85948
C -2.50860 -2.06888 -1.20933
H 0.41459 -0.78563 3.93401
H -0.85988 -1.70896 3.10140
H -0.74783 0.05280 2.88219
H 1.88814 -2.39702 2.96877
H 2.37528 -2.54649 1.15073
H 0.79318 -3.17686 1.78155
H 2.59438 0.17661 1.04223
H 2.24315 0.13902 2.67944
H 1.28482 1.21813 1.86709
H 2.19651 -0.01294 -1.48103
H 2.95622 -1.50461 -2.03923
H 2.86246 -1.16990 -0.32686
H -0.56791 -1.77913 -2.81943
H 1.12805 -1.32583 -3.38310
H 0.09869 -0.22012 -2.54105
H 1.53482 -3.66546 -0.61127
H 1.80110 -3.32007 -2.27454
H 0.17724 -3.74150 -1.63937
H -2.51151 -0.98076 2.13918
H -3.55739 -1.38368 0.92608
H -2.70626 0.13708 0.70125
H -0.96445 -3.03387 1.79170
H -1.05117 -3.90963 0.28006
H -2.51087 -3.69918 1.20462
H -2.77578 -1.18381 -1.80574
H -3.36240 -2.67893 -0.97840
H -1.93887 -2.69899 -1.92136
O -2.13783 2.52686 -1.31887
N -2.27628 3.90981 -1.24656
O -3.18070 4.44064 -1.80918
O -1.49513 4.49490 -0.53359
N 0.77158 2.01859 -3.65175
C 2.06066 2.40264 -3.55973
N 2.85953 2.14018 -4.60054
N 2.57813 2.90847 -2.46769
C 1.76085 3.14324 -1.48849
N 0.96898 3.32804 -0.65999
H 0.43707 1.58497 -4.49703
H 0.16122 2.08819 -2.84356
H 2.59778 1.35210 -5.15950
H 3.82500 2.25188 -4.42328

***

Entry 3:
19
Properties=species:S:1:pos:R:3 method="wB97M-V/def2-TZVPD" gap_ha=0.374 spin_multiplicity=1 homo_ev=-9.561 lumo_ha=0.0224 total_energy_ev=-14460.323
C 3.51245 -0.67237 -0.02129
C 2.58918 0.36958 -0.15895
C -1.14837 -1.13950 -0.70866
C -0.54902 0.67350 0.98262
C -0.71984 -0.76866 0.62958
C 0.39478 -1.00996 -0.34238
C 1.14643 0.21413 -0.48799
N 4.07368 -1.66364 0.07257
N 0.23814 1.23608 -0.12623
O 2.93680 1.49610 0.44832
O 2.08439 0.53302 -1.49440
H -1.27021 -2.18313 -0.90855
H -1.80725 -0.54792 -1.32083
H -1.58566 1.17989 0.89934
H -0.31462 0.78175 2.09219
H -1.01411 -1.54892 1.45697
H 0.87901 -2.01970 -0.34682
H 3.50599 1.87572 -0.23062
H 0.76007 2.07440 -0.00723

***

Entry 4:
118
Properties=species:S:1:pos:R:3 method="wB97M-V/def2-TZVPD" gap_ha="0.244 / 0.210" total_charge=+1 spin_multiplicity=2 homo_ev="-10.322 / -10.306" lumo_ha="-0.1354 / -0.1691" total_energy_ev=-89274.722 s_squared=0.7562
Ir -0.16954 -0.39772 -0.62344
O -1.13075 -0.96021 3.75901
C -1.65744 -2.20286 3.68596
C -2.17297 -2.74927 4.85989
C -2.72450 -4.01214 4.86077
C -2.77313 -4.76481 3.68787
C -2.26963 -4.23681 2.52207
C -1.70462 -2.95519 2.49638
C -1.15257 -2.41592 1.24647
O -0.62331 -1.21988 1.25213
N -1.18050 -3.13479 0.18343
N -0.65240 -2.49861 -0.89437
C -0.67609 -3.13418 -2.01074
C -0.05684 -2.74230 -3.22346
C -0.04535 -3.66584 -4.28690
C 0.63835 -3.41876 -5.44751
C 1.33056 -2.20879 -5.57831
C 1.31646 -1.28468 -4.56005
C 0.60308 -1.51588 -3.37089
O 0.56885 -0.54947 -2.48107
H -0.82126 -0.72024 2.86717
H -2.12718 -2.15054 5.75993
H -3.11848 -4.42145 5.78178
H -3.20571 -5.75556 3.69803
H -2.30241 -4.79729 1.59853
H -1.17748 -4.09971 -2.00115
H -0.58103 -4.60068 -4.16828
H 0.65585 -4.15223 -6.24086
H 1.88410 -2.00049 -6.48451
H 1.82524 -0.33367 -4.65234
C 3.46458 -1.53685 -0.10886
N 4.66928 -2.25929 0.28272
C 4.48708 -2.76275 1.64729
N 3.32464 -3.64914 1.74100
C 2.13939 -2.89996 1.33329
N 2.26451 -2.39287 -0.04585
C 2.48910 -3.54223 -0.93988
N 3.68041 -4.29634 -0.56365
C 4.84125 -3.40479 -0.61395
C 3.51118 -4.76962 0.81405
H 3.57912 -1.16847 -1.13142
H 3.33897 -0.69026 0.56570
H 4.33656 -1.91742 2.32227
H 5.38113 -3.31112 1.94689
H 2.00169 -2.05280 2.00969
H 1.27096 -3.55870 1.39646
H 2.60283 -3.17849 -1.96380
H 1.62650 -4.21057 -0.88634
H 4.96525 -3.04415 -1.63697
H 5.73322 -3.95751 -0.31647
H 4.39242 -5.34002 1.10982
H 2.63231 -5.41566 0.86059
C 3.76219 4.27688 -0.88391
C 3.06506 5.63627 -0.80535
C 1.57439 5.61516 -1.16017
C 0.67516 4.95022 -0.12245
N 0.82162 3.49725 -0.14826
C 0.88055 2.66132 0.87922
S 1.38416 1.02474 0.58375
N 0.65242 3.08084 2.10842
C 0.79478 2.26018 3.31666
C 2.24332 2.02218 3.74413
C 2.93766 3.22122 4.39296
C 3.18846 4.40076 3.45129
H 4.83556 4.39917 -0.74047
H 3.60877 3.82233 -1.86555
H 3.40490 3.58245 -0.12319
H 3.55746 6.31175 -1.50684
H 3.19322 6.05980 0.19521
H 1.43451 5.11963 -2.12709
H 1.22900 6.64417 -1.27182
H -0.36852 5.20686 -0.32794
H 0.93393 5.32944 0.86805
H 0.96990 3.08323 -1.05715
H 0.43539 4.05507 2.24090
H 0.31584 1.30231 3.12320
H 0.24692 2.76071 4.11501
H 2.82199 1.68683 2.87970
H 2.22041 1.20189 4.46515
H 3.89946 2.87187 4.77236
H 2.35185 3.55691 5.25303
H 3.65254 4.06515 2.52030
H 3.86046 5.11874 3.92056
H 2.26542 4.93335 3.21230
C -2.17341 2.92149 -4.98000
C -1.92782 1.55527 -5.03511
C -2.00997 0.79004 -3.88327
C -2.35917 1.36996 -2.65878
C -2.64403 2.73791 -2.62711
C -2.54112 3.50927 -3.77806
Si -2.43572 0.26688 -1.14226
C -3.91890 -0.85516 -1.41989
C -5.10390 -0.21765 -1.79627
C -6.26152 -0.94469 -2.01968
C -6.25399 -2.32734 -1.88784
C -5.08597 -2.97587 -1.51909
C -3.92899 -2.24422 -1.28062
C -2.79042 1.21698 0.44439
C -3.60566 0.64342 1.42515
C -3.91203 1.33454 2.58757
C -3.40561 2.61037 2.79228
C -2.57526 3.18524 1.83944
C -2.25775 2.48664 0.68277
H -2.08194 3.52513 -5.87353
H -1.66931 1.08691 -5.97616
H -1.80991 -0.27544 -3.93662
H -2.97910 3.20170 -1.70830
H -2.75213 4.57048 -3.73561
H -5.12403 0.86037 -1.91928
H -7.17274 -0.43348 -2.30158
H -7.15463 -2.89589 -2.07875
H -5.07202 -4.05350 -1.41569
H -3.03702 -2.77015 -0.97865
H -4.02305 -0.34467 1.26397
H -4.55711 0.88311 3.32999
H -3.65445 3.15550 3.69372
H -2.18682 4.18596 1.99256
H -1.61497 2.94119 -0.05977

***

Entry 5:
14
Properties=species:S:1:pos:R:3 method="wB97M-V/def2-TZVPD" gap_ha=0.299 spin_multiplicity=1 homo_ev=-7.442 lumo_ha=0.0256 total_energy_ev=-11319.240
C -0.50334 1.65810 -0.85224
N -0.12471 0.44856 -0.18514
C 0.73137 -0.60264 -0.65755
C -0.03497 -1.15127 1.31411
C -0.62753 0.02300 1.03811
O 0.62302 -1.64327 0.20763
O -0.10040 -1.93749 2.39572
N 1.40713 -0.69450 -1.71697
H 0.27649 -2.80152 2.17877
H 1.39255 0.13177 -2.29888
H -1.25506 0.63644 1.65357
H -0.64924 2.45091 -0.10515
H 0.29484 1.95468 -1.53939
H -1.43014 1.52722 -1.43257